Density functional theory data (ωB97M-V with the def2-TZVPD basis set) for a molecular structure, C38H42F2MoNOS in a non-equilibrium geometry.

```
86
Properties=species:S:1:pos:R:3:forces:R:3:lowdin_charge:R:1
Mo -0.64903 0.35465 0.14514 0.147 -0.496 -0.121 1.58
C 0.16861 -0.71559 2.02394 1.663 0.842 0.034 -0.14
C -1.09964 -0.24698 2.41869 -1.751 -1.184 -0.472 -0.17
C -1.12339 1.22285 2.39954 1.263 -0.739 0.348 -0.13
C 0.21522 1.53973 1.99723 0.145 -0.107 0.026 -0.10
C 1.01827 0.36878 1.84645 -0.492 2.315 -0.040 -0.28
C 2.48767 0.46127 1.69862 1.078 1.380 -0.120 -0.55
C 2.92669 1.26156 0.43612 -1.893 -0.938 -0.254 -0.02
C 3.07908 1.24100 2.96196 -0.798 0.076 -0.811 -0.01
C 3.04893 -0.90566 1.64467 0.559 -1.841 -0.296 -0.06
C -2.03033 2.31969 2.97817 -0.920 -1.146 0.145 -0.48
C -3.42885 2.30753 2.28218 -0.100 0.248 0.053 -0.03
C -1.37891 3.69504 2.80753 0.056 -1.338 -1.004 -0.04
C -2.32442 2.09141 4.56370 1.359 0.113 -2.914 0.01
C -2.06771 -1.41147 2.79459 -2.031 2.274 1.612 -0.51
C -1.60837 -2.67937 2.23422 0.626 -2.859 -0.972 -0.11
C -3.52976 -1.13854 2.29012 -0.274 1.082 -0.117 -0.03
C -1.93111 -1.65160 4.35574 0.641 1.492 -2.006 0.01
H 0.59347 -1.67220 1.82678 -0.520 -0.747 0.326 0.11
H 0.64873 2.53009 1.93675 -0.293 -0.138 -0.009 0.11
H 2.56164 2.27421 0.52431 0.376 0.513 0.077 0.05
H 2.38876 0.86195 -0.47412 0.892 0.090 0.718 0.09
H 3.99905 1.20412 0.34081 0.260 0.187 -0.238 0.09
H 2.86015 2.31991 2.89070 0.029 -0.381 -0.077 0.09
H 4.15624 1.14085 3.04384 0.155 -0.181 -0.219 0.09
H 2.63838 0.89941 3.89170 -0.103 -0.266 0.162 0.08
H 2.69641 -1.54006 0.75844 -0.099 0.734 1.461 0.11
H 2.91954 -1.35642 2.66049 0.039 -0.301 -1.046 0.12
H 4.10730 -0.83741 1.44369 0.536 -0.008 0.249 0.08
H -3.37666 2.63752 1.21342 0.099 -0.293 0.798 0.08
H -4.06419 3.04325 2.82329 0.196 -0.479 -0.411 0.10
H -3.91984 1.30617 2.33134 0.462 1.051 -0.055 0.05
H -1.04372 3.83175 1.76084 -0.575 0.391 0.506 0.08
H -0.51115 3.71239 3.41220 1.080 0.219 0.726 0.08
H -2.03853 4.44345 3.18488 -0.524 0.706 -0.171 0.09
H -3.07630 1.35330 4.56618 -0.931 -0.944 0.533 0.05
H -2.75811 3.05493 4.72419 -0.134 0.442 1.320 0.07
H -1.44903 1.77154 5.15693 -0.442 0.622 -0.245 0.10
H -1.29568 -2.56103 1.21602 0.131 -0.173 -0.864 0.06
H -2.29386 -3.56495 2.24860 -0.108 1.185 0.144 0.12
H -0.75143 -3.08982 2.77125 0.223 0.234 -0.045 0.10
H -3.51071 -0.62045 1.27987 -0.013 -1.034 0.917 0.07
H -4.17848 -0.44691 2.88478 0.949 -0.567 0.060 0.08
H -4.10461 -2.06750 2.27129 0.181 0.023 -0.329 0.08
H -2.37226 -2.59355 4.55022 -0.821 -0.652 0.743 0.08
H -2.24113 -0.78847 4.93109 -0.373 -0.236 0.339 0.07
H -0.85948 -1.77245 4.44840 0.302 -0.028 0.583 0.08
F 0.48311 5.55700 -1.08495 -1.918 -1.227 0.214 0.04
C -0.49255 4.55089 -1.10671 0.733 1.186 -0.500 -0.20
C -0.09905 3.31425 -0.62565 -0.207 -0.414 0.027 -0.05
C -0.97566 2.22262 -0.76986 0.051 2.106 0.951 -0.17
C -2.22955 2.46956 -1.40156 0.426 -2.042 -0.991 -0.14
C -2.56941 3.69153 -1.94311 0.843 1.572 0.607 -0.20
F -3.62804 3.96636 -2.73161 0.099 -0.683 0.642 0.09
C -1.75686 4.79370 -1.65719 0.616 0.747 0.000 0.10
C -2.91149 1.20202 -1.72236 -2.101 0.932 -2.104 -0.19
C -3.96022 1.09551 -2.71990 1.141 -0.449 1.768 0.05
C -4.52752 -0.13827 -2.87252 -1.287 0.365 -2.108 -0.07
C -4.08064 -1.23507 -2.21472 1.394 -1.726 1.758 -0.05
C -3.00337 -1.12267 -1.33014 -1.041 1.508 -1.236 -0.07
N -2.44570 0.12272 -1.11660 0.161 -2.196 0.825 -0.05
H 0.86569 3.25716 -0.10844 -0.422 -0.070 -0.454 0.10
H -2.10800 5.82396 -1.87192 0.492 -0.880 -0.197 0.15
H -4.32942 1.88699 -3.33377 0.184 0.637 0.120 0.11
H -5.31008 -0.32047 -3.64275 0.522 0.497 0.693 0.14
H -4.52630 -2.21160 -2.40001 0.165 0.230 0.139 0.12
H -2.62111 -2.00891 -0.85135 0.436 0.246 0.273 0.10
C 7.13746 -3.46381 -6.50931 1.139 -0.541 1.468 -0.06
C 6.04976 -3.30070 -5.49393 -0.005 2.263 0.603 -0.76
O 6.06650 -2.36972 -4.71710 -0.036 -0.623 0.088 0.02
S 4.62981 -4.33206 -5.65174 -0.191 -1.064 -0.134 1.04
C 3.48850 -3.66341 -4.45890 1.005 -1.587 0.502 -0.52
C 2.93312 -2.46735 -4.74861 -2.726 1.122 2.149 -0.09
C 1.94827 -1.91078 -3.92210 1.108 -2.192 2.041 0.03
C 1.67422 -2.55115 -2.66950 0.304 -1.102 -1.270 -0.25
C 2.14554 -3.85476 -2.42585 1.701 0.255 -1.153 -0.01
C 3.11200 -4.39156 -3.32443 -0.774 -0.068 0.745 -0.05
C 0.91657 -1.88908 -1.68415 0.112 0.005 -0.993 -0.11
C 0.29065 -1.12702 -0.98795 -1.332 1.208 1.661 -0.11
H 7.74099 -2.55312 -6.54645 -0.431 0.013 -0.057 0.09
H 6.69754 -3.69981 -7.43814 -0.111 -0.482 -1.235 0.06
H 7.84688 -4.24036 -6.14585 -0.586 0.123 -0.518 0.10
H 3.18236 -1.90461 -5.55900 0.862 1.097 -2.406 0.09
H 1.41665 -1.02548 -4.08309 -0.277 1.379 -0.622 0.10
H 1.88227 -4.38899 -1.52063 0.026 0.079 -0.075 0.11
H 3.56965 -5.37145 -3.10489 -0.325 0.634 -0.267 0.12
```
Positions in Å, forces in eV/Å.

As for the spin multiplicity: 3. Its electronic energy is -2268.95589 Eh. As for the expectation value of S²: 2.035. Its net charge is +1. Its HOMO-LUMO gap (spin up / spin down) is 0.2183 / 0.2469 hartree.